Formula: C7H11N
Source: the OMol25 dataset
Level of theory: wB97M-V/def2-TZVPD

Output
Structure (SMILES): CN1[C@H]2[C@@H]3C[C@H]3C[C@H]21
HOMO-LUMO gap in eV: 8.866
ΔE to the lowest compared entry with this formula, charge and spin in kJ/mol: 578.58
2S+1: 1
Total energy in eV: -8921.7321
LUMO energy in eV: 1.21

XYZ file:
```
19
Properties=species:S:1:pos:R:3:lowdin_charge:R:1
C -2.758 -0.384 -0.098 -0.074
N -1.318 -0.127 -0.324 -0.154
C -0.334 -0.713 0.460 -0.203
C 0.920 -0.836 -0.241 -0.230
C 2.383 -0.791 -0.063 -0.061
C 1.638 0.447 0.195 -0.223
C 0.661 1.502 -0.277 -0.086
C -0.662 0.895 0.331 -0.166
H -3.302 0.343 -0.760 0.082
H -3.161 -0.178 0.862 0.050
H -3.253 -1.364 -0.559 0.120
H -0.605 -1.277 1.372 0.152
H 0.675 -0.853 -1.322 0.150
H 2.842 -1.235 0.752 0.083
H 2.787 -1.130 -1.014 0.108
H 1.630 0.518 1.273 0.130
H 0.671 1.488 -1.364 0.108
H 0.960 2.517 -0.002 0.099
H -1.108 1.329 1.182 0.115
```